Entry 1:
DFT (the ωB97M-V functional and the def2-TZVPD basis) results for a gas-phase ion, C3H6IN2 (charge +1).

Atoms and positions in Å:
1 I -3.016 1.337 -1.317
2 N -0.923 -0.743 -0.089
3 N 0.067 1.214 -0.332
4 C -1.026 0.478 -0.499
5 C 0.456 -1.077 0.231
6 C 1.102 0.331 0.353
7 H 0.915 -1.520 -0.619
8 H 0.164 2.168 -0.329
9 H -1.577 -1.403 0.051
10 H 0.533 -1.758 1.187
11 H 2.038 0.195 -0.078
12 H 1.266 0.777 1.440

Cartesian forces (eV/Å) of the 2 atoms listed first:
2.511 -1.048 1.043
2.917 1.530 -0.270

## Properties
E_HOMO ... -0.532 Eh
HOMO-LUMO gap ... 9.337 eV
Total charge ... +1
Energy above the lowest of the compared OMol25 structures with the same formula, charge and spin ... 71.4 kJ/mol

Entry 2:
DFT (the ωB97M-V functional and the def2-TZVPD basis) results for 2 unconnected molecules or ions with the total composition C3H6INO2.

Atoms and positions in Å:
1 I -2.642 0.142 0.214
2 O -0.466 2.122 0.413
3 O -0.916 -3.204 -0.170
4 N 0.352 -1.333 0.257
5 C 1.608 -0.695 0.396
6 C -1.060 1.376 -0.575
7 C -0.175 -2.373 0.041
8 H -1.503 1.845 -1.455
9 H 2.408 -1.341 0.754
10 H 1.866 -0.220 -0.499
11 H 1.447 0.042 1.101
12 H -0.607 3.079 0.282
13 H -0.313 0.561 -0.760

Cartesian forces (eV/Å) of the 2 atoms listed first:
-0.679 0.105 0.124
0.050 1.682 -0.011

## Properties
E_HOMO ... -0.333 Eh
HOMO-LUMO gap ... 9.478 eV
Total charge ... 0
Energy above the lowest of the compared OMol25 structures with the same formula, charge and spin ... 135.5 kJ/mol

Entry 3:
DFT (the ωB97M-V functional and the def2-TZVPD basis) results for a molecular structure, C3H6IO3P.

Atoms and positions in Å:
1 I -13.879 0.005 -0.060
2 P 2.793 0.228 -0.007
3 O 3.328 1.615 -0.155
4 O 2.987 -0.455 1.279
5 O 2.593 -0.547 -1.236
6 C 0.274 0.046 0.455
7 C -0.163 -1.196 -0.223
8 C 0.690 1.256 0.049
9 H -0.424 -2.096 0.529
10 H -1.116 -0.974 -0.893
11 H 0.625 1.578 -1.034
12 H 0.522 0.011 1.482
13 H 1.104 1.989 0.791
14 H 0.665 -1.459 -0.977

Cartesian forces (eV/Å) of the 2 atoms listed first:
-0.048 0.000 0.000
2.508 1.035 -0.459

## Properties
E_HOMO ... -0.085 Eh
HOMO-LUMO gap ... 7.405 eV
Total charge ... -2

Entry 4:
DFT (the ωB97M-V functional and the def2-TZVPD basis) results for a molecular structure, C3H6InLiO4.

Atoms and positions in Å:
1 In -0.965 0.858 1.334
2 O -0.826 -0.383 -0.143
3 O -0.663 0.132 2.995
4 O 1.402 -0.260 -0.090
5 O 0.423 -0.765 -1.954
6 C 0.282 -0.543 -0.675
7 C -0.697 -0.513 -2.809
8 C 1.376 0.811 0.923
9 Li -1.785 -0.528 4.205
10 H 0.475 -0.031 3.071
11 H -0.979 0.545 -2.751
12 H 1.951 0.973 1.844
13 H -0.361 -0.773 -3.816
14 H 1.932 1.588 0.373
15 H -1.565 -1.112 -2.507

Cartesian forces (eV/Å) of the 2 atoms listed first:
2.171 3.778 -2.673
-1.947 -2.125 -1.562

## Properties
E_HOMO (alpha / beta) ... -0.664 / -0.665 Eh
HOMO-LUMO gap (alpha / beta) ... 7.023 / 7.025 eV
Total charge ... +2

Entry 5:
DFT (the ωB97M-V functional and the def2-TZVPD basis) results for a gas-phase ion, C3H6N (charge +1).

Atoms and positions in Å:
1 N 0.415 -0.795 -0.645
2 C 0.712 0.307 0.369
3 C -0.436 -0.503 0.499
4 C -0.636 0.956 0.154
5 H -0.926 1.322 -0.799
6 H 1.137 -1.372 -0.448
7 H -1.080 -1.219 0.983
8 H -0.030 -0.816 -1.647
9 H -0.952 1.379 1.109
10 H 1.652 0.313 0.863

Cartesian forces (eV/Å) of the 2 atoms listed first:
-2.376 1.596 -2.047
-1.235 0.615 -1.047

## Properties
E_HOMO ... -0.630 Eh
HOMO-LUMO gap ... 13.493 eV
Total charge ... +1
Energy above the lowest of the compared OMol25 structures with the same formula, charge and spin ... 213.0 kJ/mol

Entry 6:
DFT (the ωB97M-V functional and the def2-TZVPD basis) results for a gas-phase ion, C3H6N (charge +1).

Atoms and positions in Å:
1 N -0.414 1.357 -1.754
2 C -0.149 0.704 -0.746
3 C 0.154 -0.960 1.658
4 C 0.171 -0.247 0.123
5 H -0.786 -0.580 2.198
6 H -0.037 -2.033 1.489
7 H -1.253 1.213 -2.354
8 H 1.117 -0.785 1.975
9 H 0.906 -0.671 -0.529
10 H 0.293 2.003 -2.060

Cartesian forces (eV/Å) of the 2 atoms listed first:
-0.933 1.267 -2.327
0.375 -4.016 4.863

## Properties
E_HOMO ... -0.589 Eh
HOMO-LUMO gap ... 11.496 eV
Total charge ... +1
Energy above the lowest of the compared OMol25 structures with the same formula, charge and spin ... 151.2 kJ/mol

Listing molar mass for the structures above in their given order: 197.0; 215.0; 248.0; 227.8; 56.1; 56.1 g/mol.
Listing F_max for the structures above in their given order: 4.7; 4.2; 2.9; 7.2; 4.3; 6.3 eV/A.